C2H5N3S2 | ωB97M-V/def2-TZVPD

Values from the calculation:
**LUMO**: -0.395 eV
**Frontier orbital gap**: 0.29080 hartree
**Energy above the lowest of the compared OMol25 structures with the same formula, charge and spin**: 496.52 kJ/mol
**HOMO energy**: -8.31 eV
**SMILES string**: C=NSC(=S)NN

The geometry in XYZ format:
```
12
Properties=species:S:1:pos:R:3:nbo_charge:R:1
C -0.95 -2.52 -1.48 -0.0561
N 0.00 -1.61 -1.04 -0.6057
S -0.53 -0.96 0.47 0.4830
C 0.08 0.72 0.46 -0.0864
S -0.83 2.02 1.19 -0.1898
N 1.21 1.04 -0.29 -0.4519
N 2.25 0.31 -0.82 -0.6325
H -2.09 -2.76 -1.00 0.1939
H -0.76 -3.06 -2.42 0.1978
H 1.12 2.18 -0.69 0.4194
H 1.73 -0.66 -1.20 0.3824
H 2.77 -0.21 -0.03 0.3460
```

C24H28N4NaO6S | ωB97M-V/def2-TZVPD

Values from the calculation:
**Charge**: -1
**LUMO**: 1.841 eV
**Frontier orbital gap**: 0.19971 hartree
**HOMO energy**: -3.59 eV

The geometry in XYZ format:
```
64
Properties=species:S:1:pos:R:3:lowdin_charge:R:1
Na -1.39 -1.47 -1.21 0.2619
C -0.08 5.25 -2.72 -0.0636
C -0.01 3.88 -2.12 -0.2683
C 1.14 3.33 -1.67 -0.0114
C 1.17 1.96 -1.21 -0.1299
C 2.27 1.25 -0.86 -0.0435
N 3.49 1.74 -0.48 0.0282
C 3.61 2.97 0.30 -0.1945
C 2.57 3.13 1.42 -0.1620
C 2.57 2.03 2.48 -0.1661
N 1.78 0.85 2.19 0.0553
C 2.28 -0.37 2.22 -0.0496
C 1.57 -1.55 2.15 -0.1288
C 2.28 -2.79 2.21 -0.0149
C 1.65 -3.98 2.21 -0.2819
C 2.36 -5.30 2.26 -0.0652
C 0.22 -3.97 2.09 0.0180
C -0.53 -2.84 1.99 -0.1018
C -1.96 -2.99 1.65 -0.1090
N -2.49 -2.27 0.76 0.0656
C -3.86 -2.55 0.32 -0.1991
C -4.32 -1.58 -0.77 -0.1731
C -4.27 -0.10 -0.41 -0.2133
N -2.92 0.43 -0.51 0.0586
C -2.66 1.23 -1.45 -0.1280
C -1.32 1.84 -1.60 -0.0838
C -1.23 3.11 -2.06 0.0283
C -0.08 1.17 -1.14 -0.2630
O -0.06 0.06 -0.64 0.0200
C 0.11 -1.52 2.13 -0.3146
O -0.53 -0.46 2.19 0.0329
H 0.89 5.75 -2.69 0.0704
H -0.80 5.88 -2.19 0.0763
H -0.41 5.20 -3.76 0.0829
H 2.06 3.89 -1.75 0.1035
H 2.17 0.17 -0.84 0.1461
H 4.17 1.04 -0.28 0.1234
H 3.57 3.85 -0.35 0.0975
H 4.61 2.96 0.74 0.1167
H 1.57 3.25 1.01 0.1073
H 2.80 4.08 1.92 0.1134
H 2.21 2.45 3.42 0.1213
H 3.60 1.69 2.67 0.1174
H 0.76 0.89 2.12 0.1324
H 3.36 -0.43 2.31 0.1316
H 3.37 -2.75 2.26 0.1133
H 3.42 -5.16 2.46 0.0704
H 2.27 -5.84 1.32 0.0819
H 1.95 -5.95 3.04 0.0747
H -0.29 -4.93 2.02 0.1228
H -2.49 -3.82 2.14 0.1317
H -4.53 -2.50 1.19 0.1154
H -3.88 -3.56 -0.09 0.1239
H -5.37 -1.84 -0.99 0.1139
H -3.79 -1.77 -1.71 0.0835
H -4.61 0.06 0.62 0.1102
H -4.95 0.45 -1.08 0.1068
H -3.41 1.55 -2.18 0.1323
H -2.14 3.60 -2.40 0.1220
O -2.60 -2.59 -3.25 -0.4385
S -1.48 -1.75 -3.78 0.2493
O -1.26 -1.96 -5.21 -0.3972
O -0.26 -2.09 -2.96 -0.4501
O -1.82 -0.32 -3.46 -0.4097
```

C3H7N2S2 | ωB97M-V/def2-TZVPD

Values from the calculation:
**Charge**: +1
**LUMO**: -4.347 eV
**Frontier orbital gap**: 0.29283 hartree
**Energy above the lowest of the compared OMol25 structures with the same formula, charge and spin**: 440.26 kJ/mol
**HOMO energy**: -12.31 eV

The geometry in XYZ format:
```
14
Properties=species:S:1:pos:R:3:nbo_charge:R:1
C 1.77 0.74 0.11 0.0640
C -0.37 1.34 0.46 -0.3422
C 0.05 -0.91 -0.27 -0.0294
N 1.39 -0.51 0.13 -0.5750
N -0.67 0.35 -0.56 -0.5337
S 2.97 1.73 -0.06 0.2140
S 2.63 -1.83 -0.05 0.2380
H -0.44 1.06 1.48 0.2260
H -0.46 2.37 0.28 0.2416
H 0.14 -1.50 -1.07 0.2271
H -0.29 -1.42 0.58 0.2275
H -1.68 0.09 -0.62 0.4404
H -0.37 0.78 -1.54 0.4690
H 2.15 -2.57 0.95 0.1327
```

C6H6N4S | ωB97M-V/def2-TZVPD

Values from the calculation:
**LUMO**: -0.413 eV
**Frontier orbital gap**: 0.30133 hartree
**Energy above the lowest of the compared OMol25 structures with the same formula, charge and spin**: 375.36 kJ/mol
**HOMO energy**: -8.61 eV
**SMILES string**: CSc1nc[nH]c2nncc1-2

The geometry in XYZ format:
```
17
Properties=species:S:1:pos:R:3:nbo_charge:R:1
C -0.79 -2.17 1.80 -0.7628
S -1.51 -0.49 1.85 0.3047
C -0.45 -0.09 0.43 0.1616
N 0.17 -1.14 -0.05 -0.5225
C 1.13 -0.84 -0.93 0.3185
N 1.36 0.30 -1.67 -0.5025
C 0.57 1.35 -1.30 0.3198
N 0.74 2.65 -1.72 -0.3242
N -0.04 3.30 -0.78 -0.2321
C -0.82 2.52 -0.04 -0.0482
C -0.39 1.08 -0.28 -0.2599
H -1.28 -2.59 2.78 0.2124
H -1.09 -2.74 0.87 0.2446
H 0.19 -2.51 2.14 0.2400
H 1.86 -1.69 -1.18 0.1920
H 1.99 0.14 -2.47 0.4462
H -1.62 2.92 0.55 0.2125
```

C2H9N4 | ωB97M-V/def2-TZVPD

Values from the calculation:
**Charge**: +1
**LUMO**: -2.933 eV
**Frontier orbital gap**: 0.42959 hartree
**Energy above the lowest of the compared OMol25 structures with the same formula, charge and spin**: 4.46 kJ/mol
**HOMO energy**: -14.62 eV

The geometry in XYZ format:
```
15
Properties=species:S:1:pos:R:3:nbo_charge:R:1
N -0.46 1.10 0.41 -0.7618
C 0.59 1.08 -0.39 0.6775
N 1.29 -0.05 -0.51 -0.7600
N 0.96 2.17 -1.08 -0.7595
H -0.92 1.97 0.62 0.4201
H -0.73 0.24 0.87 0.4481
H 1.97 -0.09 -1.24 0.4098
H 0.83 -0.92 -0.27 0.4444
H 1.58 2.06 -1.87 0.4230
H 0.33 2.97 -1.07 0.4218
C -1.58 -2.51 0.44 0.0247
N -0.77 -1.78 1.08 -0.7087
H -1.56 -2.46 -0.65 0.1711
H -2.26 -3.22 0.90 0.1826
H -0.92 -1.83 2.09 0.3670
```

C5H8BN | ωB97M-V/def2-TZVPD

Values from the calculation:
**LUMO**: -0.102 eV
**Frontier orbital gap**: 0.32329 hartree
**Energy above the lowest of the compared OMol25 structures with the same formula, charge and spin**: 101.85 kJ/mol
**HOMO energy**: -8.90 eV

The geometry in XYZ format:
```
15
Properties=species:S:1:pos:R:3:nbo_charge:R:1
C -1.98 0.21 -0.19 -0.1559
C -1.48 -0.64 0.83 -0.2237
C -1.21 0.83 -1.12 -0.2456
C -0.10 -0.71 0.92 0.0924
C 0.15 0.61 -1.07 0.1057
N 0.62 -0.12 -0.02 -0.3804
B 2.08 -0.14 0.32 -0.2946
H -3.07 0.23 -0.29 0.2204
H -2.17 -1.07 1.53 0.2306
H -1.64 1.32 -1.98 0.2345
H 0.31 -1.36 1.72 0.2459
H 0.88 1.14 -1.65 0.2405
H 2.45 -0.64 1.33 -0.0242
H 2.50 0.98 0.26 -0.0255
H 2.67 -0.64 -0.58 -0.0203
```

C4H9NO2 | ωB97M-V/def2-TZVPD

Values from the calculation:
**LUMO**: 0.845 eV
**Frontier orbital gap**: 0.37896 hartree
**Energy above the lowest of the compared OMol25 structures with the same formula, charge and spin**: 166.87 kJ/mol
**HOMO energy**: -9.47 eV
**SMILES string**: CCC(=O)NCO

The geometry in XYZ format:
```
16
Properties=species:S:1:pos:R:3:nbo_charge:R:1
C 1.80 -0.67 -0.91 -0.6095
C 0.53 0.02 -1.40 -0.5210
C -0.77 -0.40 -0.77 0.7132
O -1.77 -0.56 -1.41 -0.5082
N -0.82 -0.48 0.66 -0.7478
C -0.93 0.82 1.32 0.1053
O -1.23 0.62 2.67 -0.7049
H 1.97 -1.56 -1.49 0.2156
H 1.78 -0.93 0.14 0.2063
H 2.63 0.02 -1.05 0.2174
H 0.57 1.12 -1.30 0.2275
H 0.40 -0.10 -2.48 0.2322
H -0.25 -1.09 1.23 0.3967
H -1.71 1.38 0.82 0.1580
H -0.02 1.41 1.26 0.1445
H -2.17 0.42 2.70 0.4746
```

C3H9NO | ωB97M-V/def2-TZVPD

Values from the calculation:
**LUMO**: 0.948 eV
**Frontier orbital gap**: 0.37129 hartree
**Energy above the lowest of the compared OMol25 structures with the same formula, charge and spin**: 315.40 kJ/mol
**HOMO energy**: -9.16 eV
**SMILES string**: C[C@@H](O)CN

The geometry in XYZ format:
```
14
Properties=species:S:1:pos:R:3:nbo_charge:R:1
C -0.95 0.87 -0.43 -0.6416
C -0.59 -0.18 0.51 0.0490
O -0.89 -1.47 -0.12 -0.7492
C 0.80 0.03 0.60 -0.2248
N 1.49 -0.33 -0.63 -0.8499
H -2.08 0.91 -0.64 0.1963
H -0.69 1.67 0.26 0.2098
H -0.30 1.10 -1.39 0.2578
H -1.09 -0.19 1.32 0.1750
H -1.60 -1.28 -0.89 0.4766
H 1.09 0.96 0.93 0.1966
H 1.03 -0.60 1.59 0.1389
H 2.57 -0.10 -0.44 0.3692
H 1.20 -1.38 -0.68 0.3963
```

C17H33AlCl2NO | ωB97M-V/def2-TZVPD

Values from the calculation:
**Charge**: -1
**LUMO**: 2.232 eV
**Frontier orbital gap**: 0.25263 hartree
**HOMO energy**: -4.64 eV

The geometry in XYZ format:
```
55
Properties=species:S:1:pos:R:3:nbo_charge:R:1
C 3.59 0.85 1.94 -0.6721
C 2.90 1.15 0.53 0.0373
C 2.81 2.67 0.01 -0.6593
C 2.37 0.07 -0.20 -0.2331
C 1.68 -1.17 0.49 -0.4433
C 0.08 -1.13 0.32 -0.4098
C -0.55 -1.80 1.62 -0.2107
C -1.72 -2.80 1.09 -0.6187
C -1.27 -0.78 2.62 -0.4049
C -0.49 0.59 2.86 -1.0123
Al -1.94 2.00 3.35 1.5745
O -3.52 1.19 3.98 -1.1824
C -2.29 3.24 1.75 -0.6934
Cl -0.74 3.62 0.78 -0.1453
C -3.43 2.77 0.76 -0.1633
C -3.11 1.41 0.00 -0.6457
Cl -3.62 4.09 -0.56 -0.1742
H 4.09 -0.16 1.83 0.2152
H 2.79 0.85 2.76 0.2381
H 4.35 1.65 2.20 0.2080
H 3.36 2.77 -0.98 0.2060
H 3.26 3.36 0.79 0.2107
H 1.71 2.90 -0.13 0.2458
H 2.43 0.11 -1.34 0.1850
H 2.09 -2.16 0.12 0.2001
H 1.87 -1.14 1.62 0.2154
H -0.13 -1.77 -0.62 0.2155
H -0.32 -0.09 0.18 0.2223
H 0.20 -2.48 2.15 0.1897
H -2.11 -2.31 0.13 0.1987
H -2.60 -2.79 1.81 0.1999
H -1.33 -3.84 0.87 0.2035
H -1.32 -1.31 3.63 0.2080
H -2.36 -0.60 2.34 0.1756
H 0.03 1.02 1.95 0.2092
H 0.28 0.54 3.70 0.2058
H -1.37 2.86 4.58 -0.4496
H -3.94 0.69 3.27 0.4417
H -2.63 4.25 2.17 0.2234
H -4.45 2.68 1.26 0.2282
H -3.88 1.32 -0.85 0.2111
H -2.10 1.37 -0.48 0.2336
H -3.33 0.56 0.72 0.2139
C 1.09 -0.61 -4.69 -0.6144
C 1.90 -1.87 -4.98 -0.3783
C 1.09 -3.16 -4.81 -0.5086
C 0.66 -3.37 -3.42 0.2858
N 0.32 -3.53 -2.33 -0.3233
H 0.75 -0.58 -3.66 0.2273
H 1.70 0.27 -4.87 0.2170
H 0.21 -0.56 -5.34 0.2002
H 2.77 -1.89 -4.33 0.2114
H 2.26 -1.83 -6.01 0.2012
H 1.70 -4.01 -5.12 0.2435
H 0.21 -3.14 -5.46 0.2404
```

> Which formula does entry 8 have?

C3H9NO

Copy entry 5 word for word.
C2H9N4 | ωB97M-V/def2-TZVPD

Values from the calculation:
**Charge**: +1
**LUMO**: -2.933 eV
**Frontier orbital gap**: 0.42959 hartree
**Energy above the lowest of the compared OMol25 structures with the same formula, charge and spin**: 4.46 kJ/mol
**HOMO energy**: -14.62 eV

The geometry in XYZ format:
```
15
Properties=species:S:1:pos:R:3:nbo_charge:R:1
N -0.46 1.10 0.41 -0.7618
C 0.59 1.08 -0.39 0.6775
N 1.29 -0.05 -0.51 -0.7600
N 0.96 2.17 -1.08 -0.7595
H -0.92 1.97 0.62 0.4201
H -0.73 0.24 0.87 0.4481
H 1.97 -0.09 -1.24 0.4098
H 0.83 -0.92 -0.27 0.4444
H 1.58 2.06 -1.87 0.4230
H 0.33 2.97 -1.07 0.4218
C -1.58 -2.51 0.44 0.0247
N -0.77 -1.78 1.08 -0.7087
H -1.56 -2.46 -0.65 0.1711
H -2.26 -3.22 0.90 0.1826
H -0.92 -1.83 2.09 0.3670
```

> Look up the frontier orbital gap of the fifth one.

0.42959 hartree

> The highest HOMO energy belongs to which entry?

C24H28N4NaO6S